Entry 1:
ORCA calculation (wB97M-V/def2-TZVPD) on an isolated ion of composition C2H3ClN and charge +1 at a distorted geometry.

Cartesian coordinates (Å):
C (-0.619, 1.014, 0.209)
C (0.588, -1.164, -0.262)
N (0.054, -0.066, 0.138)
Cl (-1.051, 2.308, 1.428)
H (-0.574, 1.395, -0.766)
H (-0.034, -2.203, -0.518)
H (1.635, -1.285, -0.228)

Properties
- HOMO energy: -16.92 eV
- Total charge: +1
- Energy relative to the best compared isomer or geometry (same formula, charge and spin): 59.3 kJ/mol
- Strongest force on any atom: 0.0728 Eh/bohr
- LUMO energy: -6.472 eV

Entry 2:
ORCA calculation (wB97M-V/def2-TZVPD) on a 2-piece molecular cluster, C2H3ClN2 overall at a distorted geometry.

Cartesian coordinates (Å):
C (0.313, 2.137, 0.722)
C (-0.006, -0.791, 0.016)
N (0.553, 0.141, 0.450)
N (-0.419, -1.797, -0.614)
Cl (1.492, 3.083, 0.671)
H (-0.722, 1.995, 0.669)
H (0.004, -2.305, -1.381)
H (-1.215, -2.462, -0.534)

Properties
- HOMO energy (alpha / beta): -20.67 / -20.68 eV
- Total charge: +2
- Energy relative to the best compared isomer or geometry (same formula, charge and spin): 341.4 kJ/mol
- Strongest force on any atom: 0.0867 Eh/bohr
- LUMO energy (alpha / beta): -13.835 / -13.835 eV

Entry 3:
ORCA calculation (wB97M-V/def2-TZVPD) on a 2-piece molecular cluster, C2H3ClN2O overall at a distorted geometry.

Cartesian coordinates (Å):
C (0.027, -0.293, -0.751)
C (-1.446, 0.634, 0.432)
N (-0.335, 0.039, 0.552)
N (-0.835, 0.175, -1.572)
O (-1.825, 0.819, -0.886)
Cl (2.956, -0.111, 1.196)
H (0.942, -0.803, -1.030)
H (2.650, -1.396, 0.861)
H (-2.134, 0.935, 1.199)

Properties
- HOMO energy: -11.06 eV
- Total charge: 0
- Energy relative to the best compared isomer or geometry (same formula, charge and spin): 145.7 kJ/mol
- Strongest force on any atom: 0.0531 Eh/bohr
- LUMO energy: 0.577 eV

In order of appearance, DFT total energy = -592.572137; -646.745861; -722.898121 hartree.